1.
This record from OMol25 describes a 3-piece molecular cluster, C5H8O2 overall. The level of theory is wB97M-V/def2-TZVPD.

Its HOMO energy is -9.165 eV. As for the total energy: -9404.9646 eV. The orbital gap is 9.62 eV. The net charge is 0. For the LUMO energy, the calculation gives 0.0168 Ha. The calculation puts the energy above the lowest of the compared OMol25 structures with the same formula, charge and spin at 112.2 kcal per mole.

```
15
Properties=species:S:1:pos:R:3:forces:R:3:mulliken_charge:R:1
C -0.71594 -0.44707 1.81293 -0.3 -0.2 0.0 -0.4218
C 0.77094 -0.31991 1.66605 0.0 0.3 0.1 -0.3285
O 1.04653 -1.52039 -1.05788 -0.5 0.0 -0.3 -0.3671
C -0.01949 -1.46336 -1.61719 0.3 0.0 0.1 -0.2057
C 0.14873 1.57760 -1.46639 -0.3 0.1 0.2 -0.2462
O -0.83898 1.82168 -0.81987 0.4 -0.1 -0.4 -0.3912
C 0.12604 0.79147 1.80446 0.2 -0.1 0.0 -0.2106
H -1.33613 -0.68257 0.93985 0.1 0.1 0.1 0.0395
H -1.14367 -0.81163 2.75175 0.1 0.1 -0.2 0.2177
H 1.68876 -0.86199 1.50442 -0.1 0.1 0.0 0.3498
H -0.96064 -1.79358 -1.14066 0.1 0.0 0.0 0.2656
H -0.11453 -1.06107 -2.64621 0.0 -0.1 0.1 0.3065
H 1.12288 1.34769 -0.99695 -0.1 0.1 0.0 0.2855
H 0.12363 1.55458 -2.57517 0.0 0.0 0.1 0.3393
H 0.10187 1.86855 1.84086 0.0 -0.2 0.0 0.3672
```
Positions in Å, forces in eV/Å.

---

2.
This record from OMol25 describes C4H7NO2 in the gas phase. The level of theory is wB97M-V/def2-TZVPD.

Its HOMO energy is -9.916 eV. As for the total energy: -9841.9334 eV. The orbital gap is 10.86 eV. The net charge is 0. For the LUMO energy, the calculation gives 0.0348 Ha. The calculation puts the energy above the lowest of the compared OMol25 structures with the same formula, charge and spin at 123.3 kcal per mole.

```
14
Properties=species:S:1:pos:R:3:forces:R:3:mulliken_charge:R:1
C -0.54949 1.18993 0.54309 -0.3 -2.3 -1.9 -0.8278
C -0.48507 0.80703 -0.93602 -1.0 0.6 0.5 -0.6637
C -0.04024 -0.13853 0.09220 4.5 1.4 -0.1 0.8856
C -0.44929 -1.55906 0.09297 -2.3 1.0 1.8 -1.2408
N 1.71037 0.01586 0.27352 -4.2 -0.4 -0.2 0.8462
O 2.28231 -1.03022 0.10944 1.1 0.6 0.2 -0.5743
O 2.08438 1.12124 0.59352 1.2 -1.0 -0.4 -0.5818
H 0.09798 1.94006 0.82970 1.5 1.0 0.5 0.3037
H -1.43342 1.22824 1.03149 -2.9 -0.1 1.3 0.2928
H -1.40160 0.50135 -1.45271 0.4 0.4 0.1 0.2756
H 0.18684 1.48018 -1.41394 0.5 -0.2 -0.8 0.2800
H -0.32501 -2.02959 -0.84917 1.0 -0.6 -0.7 0.3305
H -1.57371 -1.42093 0.08324 0.8 -0.6 0.6 0.3429
H -0.10404 -2.10557 1.00265 -0.4 0.2 -1.0 0.3311
```
Positions in Å, forces in eV/Å.

---

3.
This record from OMol25 describes C17H18N2OS in the gas phase. The level of theory is wB97M-V/def2-TZVPD.

Its HOMO energy is -7.935 eV. As for the total energy: -33784.6414 eV. The orbital gap is 8.49 eV. The net charge is 0. For the LUMO energy, the calculation gives 0.0204 Ha. The calculation puts the energy above the lowest of the compared OMol25 structures with the same formula, charge and spin at 20.6 kcal per mole.

```
39
Properties=species:S:1:pos:R:3:forces:R:3:mulliken_charge:R:1
C 2.71176 0.06519 2.05722 0.0 0.0 0.0 -1.4439
C 1.84092 0.79853 1.08384 0.0 0.1 0.0 0.7227
C 0.78165 1.57348 1.54288 0.0 0.1 0.0 -0.2659
C -0.02453 2.25064 0.64925 0.1 0.0 0.1 -0.7933
C 0.19727 2.16218 -0.71390 0.1 0.1 -0.4 -0.3962
C 1.24870 1.38606 -1.18608 0.0 0.0 0.1 -0.1291
C 2.06464 0.71525 -0.27981 -0.1 0.1 -0.2 -0.1234
H 2.87951 0.12361 -0.66887 0.1 -0.1 -0.1 0.3353
O 1.57428 1.28190 -2.51922 0.3 0.2 0.3 -0.5140
C 0.52179 0.99178 -3.41599 -0.3 -0.3 -0.3 -0.4913
C 0.05909 -0.46716 -3.27391 0.2 0.3 0.1 -0.4189
C -1.43883 -0.65705 -3.43579 0.0 0.0 0.4 -0.8018
H -1.70805 -1.70089 -3.28295 0.0 0.0 -0.1 0.4253
H -1.79100 -0.32079 -4.41132 -0.1 0.0 0.0 0.4173
S -2.42133 0.31553 -2.24392 -0.3 0.1 -0.3 -0.2219
C -1.87696 -0.35386 -0.73746 0.1 -0.2 -0.2 0.1310
N -1.01274 -1.31530 -0.59268 -0.1 -0.1 -0.4 -0.4876
C -0.87510 -1.47539 0.76447 -0.4 0.4 0.6 0.5786
C -0.07144 -2.34869 1.48423 -0.1 0.1 0.0 -0.5303
C -0.12958 -2.27966 2.86171 0.1 -0.2 0.1 -0.7266
C -0.96092 -1.37202 3.51791 0.0 0.0 0.1 -0.3817
C -1.76987 -0.49602 2.81903 -0.1 0.1 0.0 -1.2510
C -1.71499 -0.55904 1.43917 0.4 -0.6 0.1 0.6095
N -2.35304 0.14126 0.44397 -0.2 0.0 -0.2 0.1390
H -3.00983 0.89522 0.54747 0.1 0.0 0.0 0.2217
H -2.41243 0.20752 3.32657 -0.1 0.1 0.1 0.4462
H -0.97126 -1.35388 4.59764 0.0 0.0 0.1 0.3943
H 0.48362 -2.94529 3.45181 0.0 -0.1 0.0 0.3953
H 0.57293 -3.04725 0.97586 0.1 -0.1 -0.1 0.4918
H 0.56448 -1.09904 -4.00619 0.0 0.0 0.0 0.4032
H 0.33576 -0.82233 -2.27815 0.0 0.0 -0.2 0.2846
H -0.32770 1.66793 -3.26110 0.2 0.0 0.0 0.2324
H 0.93500 1.18349 -4.40904 -0.1 0.0 0.1 0.3610
H -0.44043 2.70458 -1.39569 0.0 0.0 -0.1 0.4762
H -0.83791 2.86210 1.01455 -0.1 0.1 0.0 0.4730
H 0.59096 1.64025 2.60397 0.0 0.0 0.1 0.4582
H 3.45469 -0.53521 1.53946 0.1 -0.1 0.0 0.3480
H 2.10474 -0.58830 2.68207 0.0 -0.1 0.0 0.2492
H 3.22615 0.77067 2.70899 0.1 0.0 0.1 0.3833
```
Positions in Å, forces in eV/Å.

---

4.
This record from OMol25 describes a 10-piece molecular cluster, H20O10 overall. The level of theory is wB97M-V/def2-TZVPD.

Its HOMO energy is -10.311 eV. As for the total energy: -20798.1043 eV. The orbital gap is 9.90 eV. The net charge is 0. For the LUMO energy, the calculation gives -0.0151 Ha. The calculation puts the energy above the lowest of the compared OMol25 structures with the same formula, charge and spin at 104.0 kcal per mole.

```
30
Properties=species:S:1:pos:R:3:forces:R:3:mulliken_charge:R:1
O -1.21119 0.44044 3.46578 -1.0 1.0 0.1 -0.6379
H -1.12950 1.18062 4.07732 -0.1 0.0 -0.1 0.3141
H -0.57312 -0.17951 3.76372 0.9 -1.0 0.4 0.3035
O 0.46730 -2.90272 -1.06646 0.6 0.1 -0.7 -0.6316
H 1.07629 -3.63345 -1.23207 -0.4 -0.5 0.4 0.2909
H 0.95860 -2.23428 -1.56131 -0.3 0.6 0.1 0.3194
O -0.02605 2.87109 -0.93248 -0.9 0.7 -2.0 -0.6135
H 0.49325 3.00850 -0.16352 0.4 -0.3 1.0 0.3298
H -0.07639 1.96551 -1.22827 0.3 0.2 0.4 0.2035
O 2.48256 -2.03426 1.12095 0.3 0.1 0.0 -0.5977
H 1.79051 -1.40616 1.32754 -0.3 0.0 0.1 0.2866
H 3.18193 -1.47438 0.76512 0.2 -0.1 -0.1 0.3030
O 3.97447 -0.11433 -1.13585 -0.1 0.7 0.2 -0.6012
H 4.48070 0.70953 -1.15488 0.4 -0.3 0.0 0.3254
H 3.08629 0.25157 -1.18343 -0.1 -0.5 0.0 0.2533
O -2.34130 -2.65668 -1.36592 -0.2 -2.9 -1.1 -0.6567
H -1.39638 -2.55088 -1.47479 -0.2 1.1 0.8 0.3748
H -3.12395 -2.23380 -1.06445 0.5 1.7 0.4 0.3083
O -0.74364 0.52133 0.84780 -0.7 -0.6 0.4 -0.4594
H -1.34684 0.65439 1.60728 0.6 0.8 0.0 0.2959
H -0.74829 -0.43633 0.95009 0.5 -0.5 -0.7 0.2550
O -3.37805 0.04965 -0.63641 -1.2 -0.8 -0.6 -0.5850
H -2.96298 0.28984 0.17774 0.7 0.6 0.2 0.3056
H -3.07285 0.59231 -1.36415 0.3 0.2 0.3 0.2886
O -0.24063 3.32888 1.67508 0.6 1.4 0.7 -0.6443
H 0.39895 2.62322 1.77078 -0.7 -0.6 0.2 0.3128
H -1.14312 3.03170 1.57141 0.2 -0.6 -0.2 0.3135
O 0.83205 0.30715 -2.22892 0.5 -0.3 -0.3 -0.5689
H 1.54653 0.70754 -1.73142 0.0 0.3 -0.2 0.3353
H 0.10819 0.34698 -1.61637 -0.8 -0.5 0.5 0.2767
```
Positions in Å, forces in eV/Å.

---

5.
This record from OMol25 describes C20H27NO5 in the gas phase. The level of theory is wB97M-V/def2-TZVPD.

Its HOMO energy is -8.093 eV. As for the total energy: -32905.9466 eV. The orbital gap is 8.83 eV. The net charge is 0. For the LUMO energy, the calculation gives 0.0272 Ha. The calculation puts the energy above the lowest of the compared OMol25 structures with the same formula, charge and spin at 39.2 kcal per mole.

```
53
Properties=species:S:1:pos:R:3:forces:R:3:mulliken_charge:R:1
O 2.66203 1.23018 0.13553 0.1 0.0 0.0 -0.6449
C 1.56283 1.72207 0.18216 -0.2 -0.5 -0.4 0.0952
O 1.29446 2.92916 0.65543 -0.3 0.5 0.2 -0.3067
C 2.37762 3.68063 1.22754 0.9 0.2 0.1 0.1632
C 2.58512 3.26627 2.68500 -0.3 -0.2 -0.2 -0.9710
C 1.35806 3.60983 3.52391 0.2 0.2 0.1 -0.4396
C 1.04947 5.10071 3.42813 -0.3 -0.2 -0.1 -0.7231
C 0.80495 5.49218 1.97445 0.2 0.2 0.1 -0.5312
C 2.02358 5.16090 1.11708 -0.4 -0.4 -0.1 -0.9906
H 2.88446 5.74410 1.44879 0.1 0.0 0.0 0.4209
H 1.82487 5.40696 0.07254 0.1 0.0 0.0 0.3369
H -0.05537 4.94060 1.59271 -0.1 0.0 0.0 0.2566
H 0.58651 6.55938 1.90191 -0.1 0.0 0.0 0.3576
H 0.16924 5.33757 4.02873 0.0 0.1 0.1 0.3415
H 1.89110 5.67431 3.82449 0.0 0.1 0.1 0.3226
H 0.50405 3.03755 3.15646 -0.1 -0.1 0.1 0.2067
H 1.53468 3.32670 4.56318 -0.1 -0.1 0.0 0.3442
H 2.78390 2.19382 2.72422 0.1 0.0 0.0 0.3519
H 3.46245 3.79047 3.06860 0.1 0.0 0.0 0.4363
H 3.28334 3.45403 0.64898 -0.2 0.1 0.1 0.4477
C 0.28684 1.02910 -0.27586 0.1 0.0 0.1 -0.0640
N -0.17653 0.18525 0.81555 0.1 0.3 0.0 0.1817
C -1.58894 -0.13566 0.76286 -0.3 0.0 -0.1 -1.1448
C -1.95167 -1.13845 -0.33793 0.2 -0.1 0.5 -0.8674
H -1.75570 -0.71266 -1.32173 0.0 0.0 -0.1 0.3375
H -3.01046 -1.38856 -0.27103 -0.1 0.0 -0.1 0.4494
C -1.13604 -2.43190 -0.16617 0.2 0.2 -0.6 1.5632
C -1.40812 -3.36009 -1.34666 -0.1 -0.1 0.3 -0.3221
C -2.11097 -4.54002 -1.16017 0.1 0.2 0.2 -0.5928
C -2.39894 -5.41192 -2.20804 0.1 -0.1 -0.5 -1.1740
C -1.95850 -5.05386 -3.45640 0.2 0.5 0.1 0.8816
C -1.26181 -3.86203 -3.65901 -0.3 -0.4 0.2 0.3511
C -0.97728 -3.00232 -2.63002 0.0 -0.2 -0.3 -0.8032
H -0.44540 -2.08725 -2.82759 0.1 0.2 0.0 0.4342
O -0.95068 -3.73778 -4.98823 0.1 0.3 0.4 -0.4934
C -1.47229 -4.88899 -5.61587 0.1 -0.3 -1.2 -0.2573
O -2.09876 -5.70794 -4.65281 -0.2 -0.1 0.4 -0.4807
H -2.20761 -4.59031 -6.38056 0.1 0.0 0.2 0.2485
H -0.65465 -5.44752 -6.09956 -0.2 0.1 0.2 0.2475
H -2.94652 -6.32505 -2.04723 -0.1 -0.1 0.0 0.4229
H -2.46664 -4.78618 -0.17179 0.0 0.0 0.1 0.5379
C 0.36247 -2.08712 -0.07248 -0.3 0.2 0.3 -0.9429
C 0.60848 -1.02004 1.00440 0.2 -0.3 0.0 -1.0299
H 1.66590 -0.75210 1.01910 -0.1 -0.1 0.1 0.5001
H 0.33694 -1.42400 1.98399 0.1 0.0 0.0 0.4016
H 0.72420 -1.72651 -1.03360 0.0 -0.1 -0.1 0.3354
H 0.92791 -2.98982 0.17282 0.0 -0.1 -0.1 0.4308
O -1.56846 -3.01224 1.05152 -0.1 0.0 0.2 -0.6820
H -0.97605 -3.74082 1.26741 0.0 0.0 0.0 0.5015
H -2.15627 0.78826 0.63083 0.0 0.0 0.1 0.4686
H -1.85548 -0.57091 1.72916 -0.1 0.1 0.0 0.4556
H 0.50210 0.48015 -1.20478 0.0 0.1 0.0 0.0811
H -0.46842 1.79185 -0.46997 0.0 -0.1 0.0 0.5499
```
Positions in Å, forces in eV/Å.

---

6.
This record from OMol25 describes C5H6N2O in the gas phase. The level of theory is wB97M-V/def2-TZVPD.

Its HOMO energy is -9.366 eV. As for the total energy: -10307.4318 eV. The orbital gap is 9.91 eV. The net charge is 0. For the LUMO energy, the calculation gives 0.0201 Ha. The calculation puts the energy above the lowest of the compared OMol25 structures with the same formula, charge and spin at 50.1 kcal per mole.

```
14
Properties=species:S:1:pos:R:3:forces:R:3:mulliken_charge:R:1
C -2.32259 0.28431 0.06324 -1.3 -3.8 0.9 0.1066
C 0.21267 0.41240 -0.00728 -1.1 0.1 -1.2 0.6178
C 1.74434 -1.18917 0.08300 -1.1 0.4 -0.4 -0.7209
C 2.38930 0.15645 0.05858 1.8 3.4 -1.8 -0.0337
C 1.47574 1.19705 -0.20031 1.0 -2.8 1.3 -0.5746
H -3.22147 0.97639 0.54205 2.2 -1.4 -1.5 0.2150
H -1.07306 1.92244 0.56032 -0.4 -2.3 -1.5 0.2869
H 2.18042 -2.01469 -0.55317 -0.7 1.5 -0.7 0.2786
H 1.85480 -1.80749 0.94628 0.1 0.3 1.6 0.2780
H 3.51963 0.42986 -0.01127 -2.1 -1.0 0.3 0.2882
H 1.63127 2.28640 -0.45922 -0.2 -1.6 0.6 0.3214
N -1.06884 0.95275 0.07113 -1.8 3.0 1.2 -0.1669
N 0.27165 -0.84982 0.01276 2.5 -1.8 0.1 -0.4024
O -2.53851 -0.95996 -0.19947 1.0 6.2 0.8 -0.4939
```
Positions in Å, forces in eV/Å.